# 1
Formula: C4H17N2O2
Source: OMol25
Level of theory: ωB97M-V with the def2-TZVPD basis set

Structure (XYZ):
```
25
C4H17N2O2 ωB97M-V with the def2-TZVPD basis set
N 1.35 -0.39 -1.16
C 0.90 -0.01 0.34
C 1.77 -0.54 1.44
C -0.58 -0.62 0.46
N -1.57 0.43 0.67
C -2.58 0.79 -0.31
H 1.16 0.38 -1.77
H 2.45 -0.41 -1.10
H 0.84 -1.25 -1.56
H 0.79 1.13 0.30
H 1.75 -1.62 1.46
H 1.36 -0.09 2.39
H 2.76 -0.19 1.54
H -0.79 -1.28 -0.39
H -0.57 -1.17 1.47
H -1.90 0.25 1.53
H -3.13 -0.07 -0.66
H -3.39 1.31 0.36
H -2.17 1.41 -1.11
H 0.41 3.83 1.37
H -0.79 3.52 0.47
O 0.06 4.06 0.50
H 0.94 -3.31 -1.40
H 0.45 -3.37 -2.80
O 0.47 -2.81 -2.07
```

As for the energy above the lowest of the compared OMol25 structures with the same formula, charge and spin: 252.2 kJ/mol. For the gap between HOMO and LUMO, the calculation gives 9.316 eV. The calculation puts the HOMO energy at -12.519 eV. The value obtained for the LUMO energy is -3.203 eV. Its charge is +1. The calculation puts the molecular weight at 125.19 g mol⁻¹.

=====

# 2
Formula: C46H54ClNO9P2SSiSn
Source: OMol25
Level of theory: ωB97M-V with the def2-TZVPD basis set

Structure (XYZ):
```
116
C46H54ClNO9P2SSiSn ωB97M-V with the def2-TZVPD basis set
Sn 1.45 1.70 1.58
O 2.91 5.76 1.88
C 2.38 4.65 1.97
O 2.83 3.52 1.57
C 1.00 4.55 2.61
C 0.29 5.66 3.04
C -0.93 5.45 3.68
C -1.40 4.16 3.86
C -0.66 3.11 3.36
N 0.51 3.31 2.76
C -1.13 1.65 3.46
O -2.19 1.46 4.08
O -0.38 0.82 2.88
H 0.70 6.64 2.87
H -1.51 6.30 4.03
H -2.34 3.94 4.36
C 0.50 -2.17 -0.79
C 1.82 -1.45 -1.11
C 2.80 -2.45 -1.72
C 1.58 -0.28 -2.09
O 2.33 -0.87 0.10
Si 3.27 -1.42 1.34
S 3.33 0.05 2.78
O 4.79 -1.89 0.83
C 5.93 -1.11 0.46
C 6.76 -0.83 1.71
C 5.54 0.20 -0.22
C 6.73 -1.98 -0.50
O 2.59 -2.87 1.76
C 2.96 -3.89 2.69
C 1.66 -4.45 3.24
C 3.83 -3.35 3.82
C 3.72 -4.96 1.91
H 0.21 -2.80 -1.63
H -0.30 -1.44 -0.61
H 0.62 -2.78 0.10
H 2.39 -2.81 -2.67
H 2.97 -3.30 -1.05
H 3.77 -1.98 -1.92
H 0.56 -0.31 -2.50
H 2.28 -0.32 -2.93
H 1.70 0.67 -1.58
H 6.15 -0.31 2.45
H 7.63 -0.20 1.46
H 7.12 -1.77 2.14
H 5.06 0.88 0.50
H 4.83 0.03 -1.04
H 6.43 0.69 -0.62
H 6.97 -2.93 -0.02
H 7.66 -1.48 -0.79
H 6.15 -2.19 -1.40
H 1.12 -3.66 3.77
H 1.86 -5.27 3.94
H 1.03 -4.82 2.43
H 3.34 -2.50 4.31
H 4.79 -3.00 3.44
H 4.00 -4.14 4.56
H 3.10 -5.34 1.10
H 4.00 -5.79 2.56
H 4.62 -4.52 1.47
C -3.49 0.48 -1.46
P -2.10 0.57 -0.22
C -2.40 2.32 0.29
C -1.94 3.30 -0.60
C -2.16 4.65 -0.33
C -2.83 5.02 0.83
C -3.28 4.05 1.71
C -3.06 2.71 1.45
C -2.83 -0.36 1.19
C -1.92 -0.88 2.10
C -2.35 -1.54 3.24
C -3.70 -1.72 3.47
C -4.63 -1.24 2.55
C -4.19 -0.55 1.42
P -3.71 -1.24 -2.05
C -2.49 -1.37 -3.42
C -1.83 -2.59 -3.57
C -0.88 -2.77 -4.58
C -0.58 -1.73 -5.44
C -1.24 -0.51 -5.30
C -2.19 -0.34 -4.31
C -5.25 -1.08 -3.07
C -5.96 0.10 -3.25
C -7.08 0.14 -4.07
C -7.51 -1.00 -4.73
C -6.82 -2.19 -4.54
C -5.70 -2.23 -3.72
H -3.19 1.15 -2.27
H -4.42 0.85 -1.03
H -1.39 3.01 -1.48
H -1.77 5.39 -1.01
H -2.98 6.07 1.05
H -3.78 4.34 2.63
H -3.38 1.96 2.17
H -0.85 -0.76 1.93
H -1.62 -1.89 3.96
H -4.04 -2.23 4.36
H -5.69 -1.37 2.72
H -4.93 -0.17 0.73
H -2.05 -3.40 -2.88
H -0.37 -3.72 -4.67
H 0.18 -1.85 -6.20
H -1.01 0.31 -5.97
H -2.70 0.61 -4.23
H -5.64 1.01 -2.76
H -7.62 1.07 -4.20
H -8.38 -0.97 -5.38
H -7.15 -3.10 -5.04
H -5.17 -3.16 -3.58
Cl 0.81 6.05 -2.25
C 1.27 4.70 -1.14
C 1.13 3.30 -1.75
O 1.08 3.16 -2.97
O 1.09 2.39 -0.85
H 0.64 4.78 -0.26
H 2.30 4.86 -0.84
```

As for the energy above the lowest of the compared OMol25 structures with the same formula, charge and spin: 127.5 kJ/mol. For the gap between HOMO and LUMO, the calculation gives 5.479 eV. The calculation puts the HOMO energy at -1.702 eV. The value obtained for the LUMO energy is 3.778 eV. Its charge is -2. The calculation puts the molecular weight at 1041.20 g mol⁻¹.

=====

# 3
Formula: C2H8NOS
Source: OMol25
Level of theory: ωB97M-V with the def2-TZVPD basis set

Structure (XYZ):
```
13
C2H8NOS ωB97M-V with the def2-TZVPD basis set
C 2.07 0.68 1.03
S 1.92 -0.37 -0.55
H 3.06 0.97 1.35
H 1.63 0.11 1.86
H 1.49 1.54 0.73
N -1.46 -1.35 -0.06
C -1.81 -0.05 -0.52
O -0.90 0.48 -1.59
H -0.73 -1.20 0.62
H -0.96 -1.83 -0.80
H -1.64 0.69 0.27
H -2.72 0.00 -1.11
H 0.04 0.33 -1.23
```

As for the energy above the lowest of the compared OMol25 structures with the same formula, charge and spin: 78.6 kJ/mol. For the gap between HOMO and LUMO, the calculation gives 7.110 eV. The calculation puts the HOMO energy at -2.847 eV. The value obtained for the LUMO energy is 4.263 eV. Its charge is -1. The calculation puts the molecular weight at 94.16 g mol⁻¹.

=====

Question: What is the gap between HOMO and LUMO in the third record?
Answer: 7.110 eV

=====

Question: What is the gap between HOMO and LUMO in the second record?
Answer: 5.479 eV